1.
A cluster of 3 separate species, C11H28NO4P in total, computed with wB97M-V/def2-TZVPD.

Bonds (Å) are listed after each position.
Positions of all 45 atoms, in Å:
1 P 0.13 -2.09 3.10  O4 1.669, C12 1.836, C16 1.846
2 O 0.23 2.54 -2.50  C11 1.428, H19 0.964
3 O 0.29 2.18 1.90  C15 1.430, H36 0.963
4 O -0.27 -3.69 3.31  P1 1.669, H26 0.961
5 O 3.17 -3.99 1.22  C9 1.413, C10 1.452
6 N -0.60 -1.87 -0.73  C7 1.465, H18 1.008, H40 1.010
7 C -1.13 -2.50 0.48  N6 1.465, C16 1.535, H33 1.093, H44 1.093
8 C -1.33 3.80 2.68  C15 1.520, H22 1.090, H32 1.091, H39 1.094
9 C 1.99 -3.21 1.15  O5 1.413, C10 1.468, C12 1.522, H28 1.084
10 C 1.88 -4.66 1.37  O5 1.452, C9 1.468, H24 1.083, H29 1.081
11 C -0.11 1.89 -3.73  O2 1.428, C13 1.520, C14 1.519, H23 1.092
12 C 1.78 -2.24 2.31  P1 1.836, C9 1.522, H21 1.096, H31 1.091
13 C 0.36 2.70 -4.92  C11 1.520, H27 1.090, H34 1.091, H38 1.094
14 C 0.43 0.47 -3.75  C11 1.519, H35 1.090, H37 1.094, H43 1.091
15 C -1.07 2.60 1.79  O3 1.430, C8 1.520, C17 1.519, H25 1.093
16 C -1.00 -1.61 1.73  P1 1.846, C7 1.535, H41 1.093, H42 1.097
17 C -1.43 2.86 0.34  C15 1.519, H20 1.093, H30 1.091, H45 1.089
18 H -0.03 -2.50 -1.29  N6 1.008
19 H 1.19 2.59 -2.46  O2 0.964
20 H -0.83 3.68 -0.06  C17 1.093
21 H 1.97 -1.22 1.94  C12 1.096
22 H -1.07 3.59 3.71  C8 1.090
23 H -1.21 1.85 -3.72  C11 1.092
24 H 1.70 -5.32 0.53  C10 1.083
25 H -1.65 1.74 2.17  C15 1.093
26 H -0.81 -3.76 4.10  O4 0.961
27 H -0.06 3.71 -4.88  C13 1.090
28 H 1.72 -2.82 0.18  C9 1.084
29 H 1.68 -5.01 2.37  C10 1.081
30 H -2.49 3.13 0.24  C17 1.091
31 H 2.52 -2.50 3.07  C12 1.091
32 H -2.38 4.10 2.64  C8 1.091
33 H -0.67 -3.47 0.66  C7 1.093
34 H 0.05 2.24 -5.86  C13 1.091
35 H 0.06 -0.09 -2.89  C14 1.090
36 H 0.84 2.90 1.57  O3 0.963
37 H 1.52 0.48 -3.71  C14 1.094
38 H 1.45 2.78 -4.92  C13 1.094
39 H -0.73 4.65 2.34  C8 1.094
40 H -0.10 -1.02 -0.55  N6 1.010
41 H -1.97 -1.56 2.23  C16 1.093
42 H -0.73 -0.58 1.46  C16 1.097
43 H 0.13 -0.06 -4.66  C14 1.091
44 H -2.19 -2.70 0.32  C7 1.093
45 H -1.24 1.98 -0.27  C17 1.089

Output
Energy above the lowest of the compared OMol25 structures with the same formula, charge and spin: 0.000 eV
E_LUMO: 0.664 eV
HOMO-LUMO gap: 0.334 Ha
Energy: -1132.9373 hartree
Max |F|: 0.0188 Eh/bohr
HOMO: -0.310 Eh
Spin multiplicity: 1
Net charge: 0
SMILES: NCCP(O)C[C@@H]1CO1.CC(C)O.CC(C)O

***

2.
The molecule C6H10N2O2 at a distorted geometry, computed with wB97M-V/def2-TZVPD.

Bonds (Å) are listed after each position.
Positions of all 20 atoms, in Å:
1 O -0.09 1.89 0.26  N4 1.294, C6 1.322
2 O 0.14 1.74 -3.47  C8 1.152
3 N 0.01 3.02 -1.54  N4 1.314, C8 1.216
4 N -0.25 3.06 -0.26  O1 1.294, N3 1.314
5 C 0.06 -0.51 0.47  C6 1.482, C7 1.598, C9 1.537, C10 1.532
6 C 0.13 0.73 -0.34  O1 1.322, C5 1.482, H19 1.065
7 C -1.17 -1.29 -0.19  C5 1.598, H11 1.066, H13 1.084, H18 1.100
8 C 0.05 2.16 -2.41  O2 1.152, N3 1.216
9 C -0.31 -0.25 1.94  C5 1.537, H16 1.092, H17 1.102, H20 1.190
10 C 1.32 -1.32 0.17  C5 1.532, H12 1.013, H14 1.184, H15 1.009
11 H -1.09 -1.45 -1.24  C7 1.066
12 H 1.26 -2.22 0.63  C10 1.013
13 H -1.27 -2.26 0.27  C7 1.084
14 H 2.27 -0.65 0.40  C10 1.184
15 H 1.36 -1.59 -0.80  C10 1.009
16 H -1.29 0.20 2.13  C9 1.092
17 H 0.59 0.16 2.44  C9 1.102
18 H -2.04 -0.70 0.13  C7 1.100
19 H 0.80 0.54 -1.14  C6 1.065
20 H -0.47 -1.26 2.55  C9 1.190

Output
Energy above the lowest of the compared OMol25 structures with the same formula, charge and spin: 6.751 eV
E_LUMO (alpha / beta): 0.011 / 0.004 eV
HOMO-LUMO gap (alpha / beta): 0.303 / 0.296 Ha
Energy: -494.3956 hartree
Max |F|: 0.1063 Eh/bohr
HOMO (alpha / beta): -0.302 / -0.296 Eh
Spin multiplicity: 1
Net charge: 0

***

Q: What is the formula in the first record?
A: C11H28NO4P

***

Q: Which of these has the highest energy?
A: C6H10N2O2

***

Q: The lowest energy above the lowest of the compared OMol25 structures with the same formula, charge and spin belongs to which entry?
A: C11H28NO4P